# C36H87F18N10O21S6

A cluster of 11 separate species, C36H87F18N10O21S6 in total (wB97M-V/def2-TZVPD, the Open Molecules 2025 dataset).

Geometry as XYZ:
```
178
Properties=species:S:1:pos:R:3:forces:R:3:mulliken_charge:R:1
C -5.46057 1.07761 -8.73753 -0.027 -0.422 0.820 0.680
F -4.49967 0.16242 -8.88722 0.468 0.397 0.044 -0.231
F -5.33057 2.02637 -9.65507 0.018 -0.054 -0.023 -0.223
F -6.59846 0.40345 -8.92502 -0.328 0.555 -0.157 -0.238
S -5.49320 1.78374 -6.96415 0.798 0.805 -0.748 0.950
O -6.12139 3.06782 -7.02966 0.078 0.033 -0.407 -0.648
O -6.16431 0.73480 -6.26103 0.193 -0.053 0.221 -0.554
N -3.87304 2.01820 -6.59711 -2.026 -1.274 0.080 -0.570
S -3.55713 0.95031 -5.45535 0.089 0.239 0.716 1.182
O -4.09595 1.28878 -4.15590 0.495 0.230 -0.019 -0.625
O -3.68475 -0.43623 -5.82561 0.906 0.030 -0.028 -0.609
C -1.71483 1.33289 -5.27587 -2.249 -0.865 -0.769 0.457
F -1.11041 0.94304 -6.39317 0.735 0.255 0.252 -0.220
F -1.48645 2.62139 -5.03676 0.479 -0.034 0.126 -0.239
F -1.28005 0.59580 -4.24065 0.670 0.184 0.131 -0.094
C 3.23247 0.63404 2.03399 -0.626 -0.589 0.674 0.145
F 3.86145 1.47647 1.22741 0.169 -0.299 -0.318 -0.042
F 3.77463 -0.57192 2.02038 0.172 0.105 -0.455 -0.146
F 3.35647 1.09881 3.28533 -0.099 0.290 0.115 -0.219
S 1.39900 0.58369 1.64302 -0.984 1.532 -2.072 -0.324
O 0.67811 0.16080 2.81730 0.807 -0.985 0.192 -0.107
O 1.12109 1.97239 1.34020 0.752 -0.011 -0.128 -0.190
N 1.27523 -0.32500 0.24506 1.358 1.680 2.913 0.439
S 0.08786 -1.32773 0.50399 -1.779 -1.118 -0.693 -0.430
O 0.39737 -2.36391 1.46874 -0.058 -0.162 -0.263 -0.403
O -1.16172 -0.62437 0.65260 0.076 -0.419 0.266 0.202
C -0.01789 -2.07778 -1.21480 -0.287 0.331 -0.428 -0.031
F -0.99051 -2.98279 -1.28286 0.306 -0.373 0.610 -0.056
F -0.34497 -1.12241 -2.06666 0.339 0.429 0.049 0.015
F 1.13817 -2.61325 -1.58268 -0.153 -0.131 0.169 -0.145
C 6.21221 -1.34478 -5.54104 -1.225 -0.480 -0.916 0.641
F 6.06807 -0.10946 -6.01875 0.105 0.416 0.680 -0.239
F 6.61228 -2.07562 -6.57036 0.339 -0.386 0.383 -0.210
F 7.06238 -1.38761 -4.53969 0.269 0.151 -0.125 -0.199
S 4.49306 -1.99527 -5.00788 -0.708 1.046 -0.221 0.806
O 3.51392 -1.04918 -5.46985 0.415 0.446 0.242 -0.651
O 4.32698 -3.30977 -5.53323 0.806 -0.201 0.460 -0.554
N 4.59575 -1.80664 -3.35375 -0.150 0.032 -0.839 -0.746
S 4.72428 -3.24014 -2.70926 0.957 -1.922 -0.811 1.027
O 3.58960 -4.05427 -3.05166 -0.448 0.154 1.475 -0.544
O 5.99391 -3.87715 -2.91457 0.104 0.439 0.589 -0.672
C 4.71278 -2.82294 -0.88398 -0.766 0.293 0.372 0.591
F 3.47105 -2.36634 -0.56308 0.192 0.098 0.047 -0.130
F 4.93858 -3.88076 -0.11235 0.025 -0.217 -0.416 -0.234
F 5.57102 -1.87226 -0.50414 0.096 0.052 -0.462 -0.236
C -2.85504 2.29114 0.92442 1.476 -0.019 0.224 -0.940
C -4.09113 2.26795 1.79003 -0.339 -0.276 -1.148 0.389
C -4.09586 1.13799 2.80319 -0.158 -1.024 -0.744 -0.467
O -5.09191 1.25349 3.79803 0.497 0.519 0.331 -0.460
C -4.57101 1.44392 5.11148 -0.680 -0.304 -0.495 -0.464
N -4.26808 3.61235 2.49293 -1.091 -0.568 1.758 -0.076
H -4.00025 3.49036 3.47429 0.855 0.315 -0.213 0.163
H -3.85765 4.42720 2.05191 0.112 -0.158 -0.206 0.288
H -5.26960 3.76416 2.66319 -0.089 0.144 -0.748 0.455
H -2.58777 1.36441 0.40984 -1.076 -0.151 -0.284 -0.277
H -1.91914 2.35938 1.50058 -0.284 0.488 0.474 0.167
H -2.84094 3.10724 0.20097 -0.298 -0.111 -0.157 0.599
H -4.99421 2.21218 1.18012 0.093 -0.326 -0.193 0.412
H -3.07899 0.94907 3.16170 -0.060 0.266 0.484 -0.017
H -4.34273 0.24160 2.22437 0.013 0.122 -0.284 0.387
H -4.13360 0.52840 5.52192 0.297 0.038 -0.204 0.211
H -5.43258 1.66200 5.73899 0.157 0.375 0.072 0.278
H -3.83059 2.25017 5.07787 0.069 0.040 0.550 0.146
C -3.72955 -5.46078 -4.59535 -0.128 0.198 -0.373 -1.489
C -2.34946 -6.02430 -4.88061 0.467 1.349 0.321 0.263
C -1.22933 -5.02383 -4.62355 -0.640 -0.060 0.008 -0.486
O -0.01654 -5.58292 -5.03170 -0.353 -0.367 0.699 -0.484
C 1.07990 -4.75470 -4.65138 0.658 0.386 -1.733 -0.672
N -2.02889 -7.24088 -4.04677 -0.901 -1.121 -1.136 -0.238
H -1.08899 -7.53662 -4.33581 0.183 0.096 0.619 0.374
H -2.18549 -7.15119 -3.04571 0.598 0.597 0.084 0.321
H -2.67933 -7.99272 -4.29650 0.155 -0.028 -0.253 0.379
H -4.50512 -6.05287 -5.08038 -0.084 -0.097 0.258 0.391
H -3.81461 -4.46218 -5.03030 0.142 -0.063 -0.185 0.367
H -3.96536 -5.27246 -3.54529 0.161 -0.360 0.104 0.439
H -2.19048 -6.28747 -5.92701 -0.397 -0.532 0.058 0.296
H -1.18896 -4.78332 -3.55039 -0.098 0.350 -0.070 0.009
H -1.51373 -4.15605 -5.22859 0.291 0.298 0.299 0.557
H 1.03520 -3.83501 -5.24843 -0.202 0.195 0.348 0.375
H 1.95671 -5.24312 -5.07108 0.184 -0.146 0.650 0.362
H 1.16167 -4.50607 -3.59486 -0.125 -0.398 0.085 0.241
C -4.28666 -6.05726 5.29243 0.270 -0.712 1.063 -1.465
C -4.40637 -5.79318 3.81133 -0.323 -0.455 0.315 0.288
C -3.61766 -4.59232 3.35145 1.202 0.315 0.125 -0.267
O -3.42470 -4.63185 1.97672 -1.162 -0.141 -0.359 -0.382
C -3.01908 -3.40331 1.38099 0.902 0.929 0.076 -0.194
N -3.85364 -7.00446 3.07440 0.014 0.002 -1.990 -0.334
H -4.27886 -7.91976 3.24266 0.252 0.087 1.000 0.369
H -4.05028 -6.92088 2.06504 -0.156 0.725 0.089 0.380
H -2.83220 -7.02077 3.04744 0.024 -0.356 0.666 0.341
H -4.86378 -6.93019 5.60522 -0.158 0.030 -0.211 0.410
H -4.58866 -5.27374 5.98666 -0.294 0.386 -0.580 0.382
H -3.26485 -6.28950 5.61317 0.134 0.044 -0.401 0.382
H -5.44655 -5.77761 3.48872 -0.031 0.381 0.031 0.366
H -2.61213 -4.63075 3.82343 0.010 -0.236 0.195 -0.128
H -4.01988 -3.65992 3.75865 -0.595 -0.064 -0.356 0.458
H -2.94052 -3.49524 0.30130 0.023 -0.455 0.080 0.022
H -2.04461 -3.13926 1.81268 0.100 -0.008 -0.284 0.077
H -3.65395 -2.52249 1.52160 -0.603 -0.486 0.352 0.270
C 1.01637 6.58123 2.71478 1.094 0.718 0.039 -1.792
C -0.15901 5.67688 2.97843 -0.119 0.548 -0.617 0.689
C 0.08615 4.49019 3.88707 0.129 0.182 0.464 -0.818
O -0.89294 3.51565 3.64659 -0.021 -0.432 -0.470 0.171
C -0.83714 2.42916 4.58278 -0.253 0.924 1.623 -0.624
N -1.28742 6.56179 3.53380 -1.629 -0.561 -0.185 -0.192
H -1.01969 7.42758 4.00626 0.226 -0.127 0.101 0.378
H -1.95488 6.80414 2.79370 0.619 0.572 -0.346 0.402
H -1.94761 6.03550 4.11810 0.659 -0.096 0.624 0.291
H 1.50375 7.03222 3.58679 -0.316 -0.451 0.410 0.516
H 0.80892 7.46551 2.10646 -0.481 -0.289 -0.249 0.563
H 1.81276 6.05200 2.19507 -0.255 -0.290 -0.079 0.007
H -0.57952 5.36725 2.02070 0.221 -0.421 0.043 0.305
H 0.07114 4.88083 4.91911 -0.202 -0.237 0.167 0.489
H 1.09812 4.09144 3.77352 -0.002 -0.013 -0.438 0.242
H 0.14839 2.02109 4.81088 0.289 0.360 -0.528 0.204
H -1.47147 1.57301 4.38352 -0.175 0.327 -0.897 -0.188
H -1.22500 2.89793 5.49681 0.147 -0.501 0.376 0.529
C 3.40853 1.69549 -4.20882 -0.338 0.765 0.031 -0.853
C 3.33422 1.68212 -2.70300 1.259 -0.516 1.365 0.021
C 2.39146 2.64816 -2.01391 -0.795 -0.474 0.048 -0.381
O 1.10244 2.27601 -2.45927 0.592 0.574 0.363 0.015
C 0.01510 2.79318 -1.70651 0.057 0.028 -0.371 -0.734
N 2.95397 0.29977 -2.20075 -1.599 0.349 -1.112 1.066
H 2.69097 0.25895 -1.21498 0.353 -0.074 0.112 -0.311
H 2.05938 0.10000 -2.66928 0.112 -0.283 -0.052 0.342
H 3.62237 -0.43529 -2.49709 0.229 -0.272 -0.128 0.028
H 3.87445 0.80901 -4.62334 0.016 0.056 0.045 -0.065
H 3.95326 2.58485 -4.52841 0.143 -0.057 0.046 0.486
H 2.40763 1.80584 -4.62962 -0.032 -0.260 0.002 0.153
H 4.30839 1.76376 -2.20582 0.224 0.545 -0.517 0.515
H 2.59953 3.70839 -2.19248 0.145 -0.032 -0.402 0.571
H 2.47213 2.50181 -0.92413 -0.050 -0.036 0.031 -0.018
H 0.05135 3.87649 -1.51428 0.336 0.084 -0.495 0.360
H -0.00698 2.34780 -0.70881 -0.370 -0.416 -0.217 0.070
H -0.80951 2.58137 -2.38578 -0.497 -0.036 0.687 0.216
C 1.13201 -1.07007 5.72421 -1.597 0.183 0.987 -1.684
C 1.34128 -2.24730 4.79251 2.268 1.702 -1.090 1.764
C 2.74811 -2.77651 5.07708 -0.004 -1.032 1.039 -0.969
O 3.07655 -3.94959 4.39108 0.068 -0.419 -0.054 -0.429
C 3.04365 -3.83617 2.97332 -0.488 0.746 -0.912 0.062
N 0.30726 -3.31330 5.01715 0.664 0.087 1.649 -0.003
H 0.12526 -3.98075 4.26960 0.040 0.394 -0.414 0.334
H 0.66876 -3.85583 5.81277 0.044 -0.298 -0.189 0.448
H -0.53126 -2.88430 5.41072 -0.333 -0.028 -0.654 0.421
H 1.74069 -0.17180 5.65537 0.653 -0.511 -0.686 0.341
H 1.22537 -1.39648 6.76645 0.021 -0.040 0.002 0.503
H 0.12741 -0.63875 5.63341 -0.131 -0.286 -0.126 0.233
H 1.37659 -1.92288 3.75409 -0.978 -0.180 -0.093 -1.067
H 2.76387 -3.01589 6.15115 0.102 -0.381 -0.059 0.475
H 3.54299 -2.02645 5.01501 -0.407 0.402 -0.613 0.387
H 2.11548 -4.25130 2.56760 -0.042 -0.007 0.089 0.092
H 3.85345 -4.29558 2.40790 0.306 -0.397 0.807 0.423
H 3.07263 -2.78889 2.66249 -0.057 0.030 0.068 -0.204
C 4.77513 4.43281 1.71863 -0.102 0.163 0.549 -1.341
C 5.41640 5.74935 1.31036 1.941 -0.571 -0.136 0.245
C 4.40069 6.84227 1.11286 -0.887 -0.211 -0.742 -0.393
O 4.85314 8.12509 0.85710 0.893 0.081 0.877 -0.385
C 5.55303 8.28518 -0.36469 0.046 -0.152 -1.467 -0.703
N 6.47218 6.16893 2.37315 -0.295 -0.422 0.444 -0.272
H 5.99081 6.31327 3.26182 0.412 0.352 0.184 0.352
H 7.18060 5.43995 2.50034 -0.394 -0.354 0.117 0.375
H 7.06091 6.96604 2.11442 -0.719 0.512 -0.052 0.364
H 3.99421 4.10090 1.03535 0.122 0.263 -0.273 -0.027
H 4.27581 4.56730 2.68413 0.057 -0.134 0.082 0.387
H 5.48277 3.60971 1.80043 0.111 0.088 0.022 0.565
H 6.16790 5.58311 0.53723 -0.940 0.072 -0.960 0.399
H 3.74013 6.82793 1.98530 0.351 0.528 0.304 0.129
H 3.70808 6.51734 0.31990 0.304 -0.226 -0.227 0.491
H 4.85048 8.25357 -1.20280 -0.096 0.166 0.056 0.323
H 6.30505 7.52926 -0.62564 -0.096 -0.316 0.620 0.276
H 6.10406 9.22013 -0.41332 -0.384 0.240 0.491 0.302
C -3.81236 -0.88981 -1.79742 -0.583 -1.000 -1.318 0.433
C -5.27248 -1.21356 -1.44938 -0.991 0.038 1.203 0.346
O -5.85422 -0.48102 -0.58399 0.766 0.197 0.025 -0.752
O -5.75591 -2.25718 -1.93606 0.599 0.003 -0.062 -0.749
H -3.25790 -1.68610 -1.28838 0.484 0.588 0.393 -0.473
H -3.50006 0.14845 -1.72004 0.132 -0.103 0.563 0.138
H -3.71216 -1.16148 -2.85257 0.106 0.201 -0.051 0.041
```
Positions in Å, forces in eV/Å.

Computed properties:
max |F| = 3.6 eV Å⁻¹
gap between HOMO and LUMO = 0.09059 Ha
DFT total energy = -210529.225 eV
net charge = +3